No. 1
Below is a molecular structure, C38H52Cl2N5O2Pt at a distorted geometry, with properties calculated with the ωB97M-V functional and the def2-TZVPD basis.

The geometry in ORCA input format:
```
! wB97M-V def2-TZVPD RIJCOSX def2/J DEFGRID3
* xyz -1 1
Pt 0.1496 0.3384 1.1099
C -2.4105 -1.4310 -1.1316
C -1.8255 -2.3805 -2.1789
C -0.8728 -1.6482 -3.1327
C -1.1712 -3.6171 -1.5823
C -1.5776 -4.8580 -2.0586
C -1.0250 -6.0359 -1.5815
C -0.1043 -5.9588 -0.5503
C 0.3398 -4.7402 -0.0407
C 1.1631 -4.7977 1.2463
C 0.4590 -4.0124 2.3593
C 2.6418 -4.3976 1.1752
C -0.1406 -3.5509 -0.6270
N 0.3784 -2.3002 -0.2785
C 1.6154 -2.0959 -0.5593
C 2.3637 -0.9223 -0.2642
N 1.8930 0.1927 0.2663
C 2.9180 1.1684 0.4933
C 3.0948 2.2485 -0.3839
C 4.2423 3.0241 -0.2471
C 5.1821 2.7751 0.7395
C 4.9533 1.7530 1.6420
C 3.8298 0.9416 1.5372
C 3.5706 -0.1053 2.6069
C 4.7526 -1.0607 2.7876
C 3.2443 0.6065 3.9228
C 2.0871 2.6843 -1.4368
C 1.6465 1.5708 -2.3921
C 0.8839 3.3522 -0.7601
H -3.0238 -0.6672 -1.6161
H -1.6275 -0.9191 -0.5700
H -3.0319 -1.9834 -0.4236
H -2.6636 -2.7513 -2.7784
H -0.0811 -1.1516 -2.5702
H -1.4200 -0.8990 -3.7100
H -0.4133 -2.3491 -3.8334
H -2.3379 -4.8954 -2.8313
H -1.3321 -6.9957 -1.9778
H 0.2816 -6.8751 -0.1164
H 1.1554 -5.8544 1.5276
H 0.3338 -2.9667 2.0713
H 1.0466 -4.0428 3.2803
H -0.5283 -4.4303 2.5640
H 2.7677 -3.3161 1.1276
H 3.1349 -4.8495 0.3116
H 3.1492 -4.7476 2.0775
H 2.1646 -2.8628 -1.1182
H 3.4156 -0.9295 -0.5426
H 4.3990 3.8428 -0.9402
H 6.0793 3.3780 0.8099
H 5.6630 1.5802 2.4427
H 2.6968 -0.6883 2.3260
H 5.6034 -0.5593 3.2559
H 5.0832 -1.4624 1.8275
H 4.4623 -1.8976 3.4262
H 4.0644 1.2637 4.2230
H 3.0756 -0.1223 4.7192
H 2.3438 1.2120 3.8116
H 2.5909 3.4535 -2.0304
H 0.9164 0.9238 -1.9066
H 2.4957 0.9616 -2.7107
H 1.1886 2.0090 -3.2825
H 0.3134 2.6213 -0.1817
H 0.2102 3.7765 -1.5091
H 1.2202 4.1478 -0.0911
Cl -3.6948 1.5006 7.5709
C -3.0582 1.3269 5.9510
C -3.7053 1.9683 4.8894
C -3.2272 1.8297 3.6156
Cl -4.0753 2.6690 2.3492
C -2.0979 1.0025 3.2639
O -1.7552 0.8678 2.0591
C -1.4532 0.4071 4.4094
C -0.2211 -0.3331 4.2752
O 0.2477 -0.7762 3.2408
C -1.9413 0.5812 5.7128
H -4.5860 2.5688 5.0697
H 0.3378 -0.4809 5.2226
H -1.4278 0.0869 6.5300
C -3.3045 3.1818 -0.7826
N -3.4158 3.2523 -2.2334
C -3.9630 4.4974 -2.7225
C -2.5834 2.4686 -3.0085
N -1.7166 1.7129 -2.4665
N -2.8257 2.6022 -4.4033
C -4.1373 2.1414 -4.8344
C -1.7662 2.1066 -5.2562
H -4.3027 3.2543 -0.3487
H -2.6906 4.0021 -0.3935
H -2.8425 2.2450 -0.4891
H -3.4921 5.3458 -2.2112
H -5.0392 4.5478 -2.5279
H -3.7892 4.5987 -3.7897
H -1.2413 1.0966 -3.1141
H -4.8927 2.4312 -4.1080
H -4.1675 1.0476 -4.9422
H -4.3868 2.5884 -5.7996
H -0.8103 2.5064 -4.9229
H -1.9515 2.4478 -6.2763
H -1.7012 1.0096 -5.2714
*
```

- LUMO (alpha / beta): 2.40 / 2.40 eV
- HOMO energy (alpha / beta): -3.42 / -3.42 eV
- HOMO-LUMO gap (alpha / beta): 5.8 / 5.8 eV

***

No. 2
Below is a gas-phase ion, CHF3N3 (charge +1) at a distorted geometry, with properties calculated with the ωB97M-V functional and the def2-TZVPD basis.

The geometry in ORCA input format:
```
! wB97M-V def2-TZVPD RIJCOSX def2/J DEFGRID3
* xyz 1 1
F -0.8703 -0.3995 2.3827
C -0.9632 -0.4782 1.1413
N -1.2920 -1.0562 0.0692
N -0.8441 0.2984 0.0210
N 0.6937 0.4519 -0.7902
F 1.6989 0.3913 0.0943
F 0.8447 -0.5677 -1.6116
H 0.7323 1.3600 -1.3067
*
```

- LUMO: -5.82 eV
- HOMO energy: -16.71 eV
- Relative energy (zero: lowest compared OMol25 entry of this formula, charge and spin): 60.6 kcal per mole
- HOMO-LUMO gap: 10.9 eV
- SMILES: FC1=NN1[NH+](F)F

***

No. 3
Below is 10 unconnected molecules or ions with the total composition C53H99BF8NO13 at a distorted geometry, with properties calculated with the ωB97M-V functional and the def2-TZVPD basis.

The geometry in ORCA input format:
```
! wB97M-V def2-TZVPD RIJCOSX def2/J DEFGRID3
* xyz 1 1
C 0.8820 -0.7864 1.4461
C 2.2584 -0.1976 1.8181
C 3.4869 -0.9490 1.2246
C 3.2737 -2.4530 0.9619
C 2.9815 -2.8109 -0.5008
C 4.2179 -2.5596 -1.3965
C 3.7767 -2.2248 -2.8561
C 4.6694 -1.1189 -3.4323
C 4.0433 -0.3470 -4.5995
C 2.7517 0.3656 -4.1568
C 3.0387 1.5265 -3.1779
C 2.2469 1.5133 -1.8497
C 0.8154 0.9753 -1.9374
C -0.0290 1.5593 -3.0609
C -1.2309 0.7034 -3.6115
C -1.5736 -0.6218 -2.9099
C -0.5669 -1.7634 -3.2134
O -1.1685 -3.0249 -3.4219
C -1.9432 -3.4317 -2.3283
C -1.9687 -4.9391 -2.1696
F -2.3963 -5.4709 -3.3320
F -0.7823 -5.4652 -1.9154
C -3.0284 -5.3496 -1.1113
F -4.2483 -5.0455 -1.5495
F -2.9878 -6.6818 -1.0245
C -2.7566 -4.7914 0.3172
F -1.4624 -4.5762 0.5552
F -3.1491 -5.7292 1.1778
C -3.5662 -3.4756 0.6553
F -2.6968 -2.4607 0.8036
F -4.1554 -3.6352 1.8436
C -2.4422 1.6101 -3.3711
C -3.8548 1.2306 -3.6403
N -2.1668 2.7550 -2.8990
C -0.7024 2.9258 -2.7617
O -0.3824 3.7254 -3.9408
C -0.1760 3.7995 -1.6577
B -1.0929 5.0496 -1.3845
O -0.7845 6.2534 -2.0195
O -2.1744 4.9781 -0.5468
H 0.8935 -1.3279 0.5007
H 0.1681 0.0294 1.3303
H 0.5595 -1.4863 2.2156
H 2.3899 -0.1081 2.8946
H 2.2878 0.8270 1.4366
H 3.8238 -0.4120 0.3367
H 4.2954 -0.8598 1.9523
H 2.5373 -2.8683 1.6507
H 4.2087 -2.9619 1.2133
H 2.7687 -3.8835 -0.5168
H 2.0968 -2.3023 -0.8907
H 4.7853 -1.7293 -0.9869
H 4.7817 -3.4902 -1.4423
H 3.8102 -3.1173 -3.4798
H 2.7241 -1.9408 -2.7767
H 5.0207 -0.4223 -2.6699
H 5.5683 -1.6094 -3.8175
H 4.7487 0.4169 -4.9411
H 3.8576 -0.9961 -5.4576
H 2.2699 0.7501 -5.0620
H 2.1012 -0.4153 -3.7617
H 2.8852 2.4805 -3.6856
H 4.0948 1.4738 -2.9182
H 2.2630 2.5321 -1.4654
H 2.7735 0.8943 -1.1199
H 0.8898 -0.1082 -2.0206
H 0.2821 1.1401 -0.9962
H 0.5527 1.7763 -3.9465
H -1.1387 0.5856 -4.6950
H -1.5433 -0.4230 -1.8366
H -2.5601 -0.9757 -3.2023
H 0.0855 -1.8611 -2.3353
H 0.0829 -1.5488 -4.0605
H -2.9841 -3.1357 -2.5239
H -1.6539 -2.9538 -1.3839
H -4.3675 -3.2472 -0.0464
H -4.5260 2.0839 -3.5996
H -3.8667 0.7686 -4.6304
H -4.1429 0.4404 -2.9499
H -2.8996 3.4424 -2.6614
H -0.7113 3.2861 -4.7385
H 0.0103 3.2349 -0.7427
H 0.7975 4.1705 -1.9769
H -1.5819 6.6023 -2.4438
H -2.9623 5.0648 -1.1062
C -6.9203 1.9711 -1.6527
C -5.5812 2.2719 -1.0271
O -5.0509 3.3541 -1.1546
C -4.9279 1.1659 -0.2316
H -7.2733 2.8487 -2.1907
H -6.8280 1.1396 -2.3546
H -7.6459 1.7173 -0.8789
H -4.7495 0.2987 -0.8719
H -5.5674 0.8776 0.6034
H -3.9748 1.5176 0.1615
C 1.9753 7.1911 0.0635
C 3.0805 6.1700 -0.0221
O 2.8665 5.0531 -0.4486
C 4.4537 6.5821 0.4385
H 1.0577 6.7461 -0.3085
H 1.8311 7.5006 1.1010
H 2.2173 8.0572 -0.5546
H 4.4238 6.8641 1.4921
H 4.8099 7.4213 -0.1615
H 5.1409 5.7456 0.3165
C -4.0645 7.2096 -4.0798
C -3.8661 5.7207 -4.1005
O -3.8454 5.0718 -3.0676
C -3.6957 5.0665 -5.4455
H -4.1747 7.5480 -3.0507
H -3.2005 7.7061 -4.5256
H -4.9655 7.4734 -4.6347
H -2.8164 5.4729 -5.9472
H -4.5809 5.2387 -6.0584
H -3.5626 3.9927 -5.3163
C -1.0992 -8.6112 -3.1091
C -0.0062 -9.6178 -3.3772
O -0.2503 -10.7091 -3.8344
C 1.4072 -9.1987 -3.0479
H -2.0599 -9.0392 -3.3890
H -1.1219 -8.3592 -2.0478
H -0.9293 -7.7101 -3.6996
H 1.4908 -8.9700 -1.9840
H 1.6831 -8.3212 -3.6353
H 2.0895 -10.0115 -3.2878
C -3.5722 -7.3604 6.3267
C -4.1622 -6.3575 5.3697
O -5.0996 -5.6553 5.6773
C -3.5327 -6.2597 3.9993
H -4.1177 -7.3244 7.2675
H -3.6544 -8.3663 5.9099
H -2.5281 -7.1262 6.5192
H -3.6117 -7.2180 3.4829
H -2.4828 -5.9742 4.0904
H -4.0533 -5.5048 3.4203
C -1.6369 6.3989 3.2677
C -0.2138 6.6111 3.7256
O 0.3608 7.6583 3.5323
C 0.4584 5.4607 4.4335
H -1.9964 7.3010 2.7766
H -1.6830 5.5698 2.5586
H -2.2764 6.1855 4.1258
H 0.5034 4.5916 3.7737
H -0.0927 5.2101 5.3422
H 1.4716 5.7477 4.7070
C 9.0096 5.3131 -0.4541
C 7.9113 4.8389 -1.3733
O 7.0887 4.0297 -1.0082
C 7.8808 5.4152 -2.7678
H 8.9106 4.8192 0.5103
H 9.9843 5.0661 -0.8776
H 8.9346 6.3918 -0.3068
H 8.8059 5.1727 -3.2931
H 7.7561 6.4984 -2.7223
H 7.0432 4.9878 -3.3157
C -2.3647 3.7250 8.1212
C -0.9400 3.9352 8.5762
O -0.3614 4.9786 8.3780
C -0.2711 2.7857 9.2894
H -2.7221 4.6261 7.6261
H -2.4134 2.8919 7.4177
H -3.0046 3.5177 8.9800
H -0.2305 1.9128 8.6356
H -0.8219 2.5382 10.1981
H 0.7435 3.0706 9.5597
C 0.5837 -9.7894 8.3369
C -0.0032 -8.7831 7.3792
O -0.9395 -8.0832 7.6930
C 0.6283 -8.6872 6.0111
H 0.0378 -9.7536 9.2773
H 0.5020 -10.7944 7.9197
H 1.6321 -9.5554 8.5283
H 0.5483 -9.6453 5.4951
H 1.6785 -8.4064 6.1035
H 0.1113 -7.9283 5.4264
*
```

- LUMO: -3.03 eV
- HOMO energy: -10.39 eV
- HOMO-LUMO gap: 7.4 eV

***

No. 4
Below is C5H7N in the gas phase, with properties calculated with the ωB97M-V functional and the def2-TZVPD basis.

The geometry in ORCA input format:
```
! wB97M-V def2-TZVPD RIJCOSX def2/J DEFGRID3
* xyz 0 1
C -1.8289 0.1751 -0.0384
N -0.4159 0.1570 0.2300
C 0.2369 -1.0134 0.5224
C 1.5613 -0.8499 0.2185
C 1.7134 0.4732 -0.2924
C 0.4754 1.0585 -0.2753
H -2.3795 0.2197 0.9026
H -2.0117 -0.7359 -0.5960
H -2.1016 1.0263 -0.6707
H -0.2987 -1.8790 0.8982
H 2.3207 -1.6070 0.3500
H 2.6103 0.9445 -0.6541
H 0.1182 2.0310 -0.5948
*
```

- LUMO: 1.07 eV
- HOMO energy: -8.27 eV
- Relative energy (zero: lowest compared OMol25 entry of this formula, charge and spin): 11.3 kcal per mole
- HOMO-LUMO gap: 9.3 eV
- SMILES: Cn1cccc1

***

No. 5
Below is a molecular structure, C16H20Co2F12N5O23 at a distorted geometry, with properties calculated with the ωB97M-V functional and the def2-TZVPD basis.

The geometry in ORCA input format:
```
! wB97M-V def2-TZVPD RIJCOSX def2/J DEFGRID3
* xyz -1 7
Co -0.0254 3.7183 -4.3365
Co 0.2756 1.1526 -0.4029
N -0.1626 4.2556 -1.2787
O 0.3641 5.2305 -0.7889
O -0.6771 4.3094 -2.3929
O -0.0706 3.1796 -0.6483
N 3.6627 4.6199 -1.4150
O 2.9742 3.9891 -0.5734
O 4.0977 4.1793 -2.4805
O 3.7367 5.8378 -1.1721
N 1.7373 2.4066 2.1942
O 1.4438 1.5020 1.3602
O 2.3033 2.0976 3.2350
O 1.3422 3.5505 2.0923
N 2.1640 1.8280 -2.8072
O 3.1983 1.5244 -3.3969
O 1.5389 2.6811 -3.2831
O 1.7875 1.2504 -1.8316
N -1.5278 1.1153 -3.1771
O -1.0301 0.9534 -2.0706
O -1.0874 1.9360 -3.9065
O -2.4159 0.4270 -3.6297
C -1.1279 -4.5862 0.3069
C -0.5478 -3.2132 0.5638
O 0.6541 -3.1060 -0.2181
C 1.2809 -1.9710 -0.5019
O 0.7826 -0.8730 -0.1497
C 2.7152 -2.1417 -0.9962
F 3.5377 -1.6109 -0.0898
F 3.0465 -3.4004 -1.0907
F 2.9247 -1.6657 -2.2423
H -1.1887 -4.7843 -0.7632
H -2.0756 -4.6469 0.8420
H -0.4703 -5.4116 0.5798
H -0.2940 -3.0231 1.6066
H -1.2261 -2.3775 0.3919
C -0.0904 -0.3591 -5.9724
C 0.0794 -1.9048 -5.9978
O -0.8930 -2.6194 -5.2285
C -0.7616 -2.7668 -3.9025
O 0.2537 -2.4015 -3.2501
C -1.9976 -3.4271 -3.2282
F -2.2452 -2.8612 -2.0375
F -3.1134 -3.2031 -3.9892
F -1.8278 -4.7358 -3.0976
H -1.1005 0.0187 -6.1304
H 0.5097 -0.0179 -6.8160
H 0.1523 -0.0210 -4.9650
H 1.0887 -2.1704 -5.6835
H -0.1560 -2.1852 -7.0245
C 2.1659 -1.5183 3.7381
C 2.1729 -0.6056 4.9603
O 1.2612 -1.1323 5.9232
C 1.3748 -0.9250 7.2655
O 2.3560 -0.3042 7.7152
C 0.2106 -1.4224 8.1168
F -0.0084 -2.6801 7.9386
F 0.4326 -1.1292 9.3955
F -0.8618 -0.7273 7.7387
H 2.9101 -1.1726 3.0206
H 1.2080 -1.6413 3.2326
H 2.5940 -2.4546 4.0959
H 1.7538 0.3885 4.8046
H 3.1671 -0.4019 5.3582
C -3.3465 3.7010 0.0996
C -3.9565 2.2207 0.1305
O -3.6598 1.5927 1.3704
C -2.4621 0.9546 1.5278
O -1.5477 1.0132 0.7350
C -2.2864 0.1723 2.8951
F -1.0132 0.3534 3.2967
F -3.1838 0.6223 3.8177
F -2.4657 -1.1525 2.7989
H -3.7611 4.3032 0.9080
H -3.5693 4.2546 -0.8125
H -2.2747 3.6593 0.2933
H -3.7054 1.4891 -0.6376
H -5.0438 2.2639 0.0674
*
```

- LUMO (alpha / beta): 1.61 / -1.08 eV
- HOMO energy (alpha / beta): -6.02 / -5.43 eV
- Relative energy (zero: lowest compared OMol25 entry of this formula, charge and spin): 0.0 kcal per mole
- Expectation value of S²: 12.02
- HOMO-LUMO gap (alpha / beta): 7.6 / 4.4 eV